No. 1
73
Properties=species:S:1:pos:R:3:lowdin_spin:R:1 method="wB97M-V/def2-TZVPD" total_charge=+1 s2=0.751 e_homo_ev="-9.3 / -9.3" homo_lumo_gap_ev="5.63 / 5.70" relative_energy_kj_mol=0.00 multiplicity=2
Ce -1.8961 1.8004 2.4384 1.026
C -2.7660 4.0556 2.0281 -0.001
C -3.0400 3.2955 0.8440 -0.003
C -4.2388 2.3499 2.5983 -0.004
C -3.5012 3.4745 3.1159 -0.003
C -3.9582 2.2447 1.1890 -0.005
C -1.8003 5.1796 2.1594 0.000
H -1.4131 5.5078 1.1914 0.000
H -0.9348 4.9021 2.7811 0.000
H -2.2806 6.0471 2.6320 0.000
C -3.3886 3.8539 4.5524 0.000
H -3.1202 4.9139 4.6668 0.000
H -2.6265 3.2531 5.0806 0.000
H -4.3569 3.6969 5.0444 0.000
C -4.8280 1.3035 3.4820 -0.001
H -5.3988 1.7561 4.3018 0.000
H -4.0497 0.6623 3.9517 0.000
H -5.5006 0.6360 2.9345 0.000
C -4.2911 1.0802 0.3245 0.000
H -5.3453 1.1264 0.0113 0.000
H -4.1378 0.1254 0.8512 0.000
H -3.6704 1.0672 -0.5791 0.000
C -2.3706 3.4566 -0.4927 0.000
H -3.1184 3.6537 -1.2746 0.000
H -1.8178 2.5476 -0.8008 0.000
H -1.6637 4.2897 -0.4923 0.000
C 2.4971 2.0290 0.0527 0.000
C 1.9433 3.1225 -0.4829 0.000
C 1.1698 3.2637 -1.7594 0.000
C 1.0026 1.9898 -2.6261 0.000
C 0.0231 0.9800 -2.1073 0.000
C 0.1969 0.0205 -1.1912 0.000
C 1.3449 -0.2105 -0.2538 0.000
C 2.5927 0.6551 -0.5408 0.000
H 1.6383 4.0225 -2.4081 0.000
H 2.0057 1.6019 -2.8454 0.000
H 0.1837 3.6758 -1.4978 0.000
H 2.7957 0.6830 -1.6164 0.000
H 2.8761 2.0764 1.0887 0.000
H 2.0248 4.0523 0.0865 0.000
H 3.4586 0.1605 -0.0647 0.000
H 1.0259 -0.0389 0.7949 0.000
H -0.6642 -0.6265 -0.9629 0.000
H 1.6348 -1.2839 -0.2882 0.000
H 0.6095 2.3436 -3.5939 0.000
H -0.9679 1.0499 -2.5860 0.000
P 2.6872 -3.1853 -1.1723 0.000
P 0.9114 -5.6033 -1.3194 0.000
C 3.5083 -4.7005 -1.8991 0.000
C 2.7381 -5.9593 -1.5056 0.000
H 4.5461 -4.7480 -1.5343 0.000
H 3.5344 -4.5830 -2.9955 0.000
H 2.8540 -6.7566 -2.2542 0.000
H 3.0706 -6.3381 -0.5259 0.000
C 0.4786 -7.3165 -0.8235 0.000
H -0.6126 -7.4024 -0.7840 0.000
H 0.8883 -7.4915 0.1775 0.000
H 0.8937 -8.0509 -1.5246 0.000
C 0.4715 -5.7334 -3.1125 0.000
H 0.9784 -6.5945 -3.5702 0.000
H 0.7401 -4.8153 -3.6506 0.000
H -0.6166 -5.8636 -3.1855 0.000
C 3.9231 -2.8536 0.1574 0.000
H 3.7251 -1.8900 0.6424 0.000
H 4.9398 -2.8610 -0.2571 0.000
H 3.8282 -3.6439 0.9155 0.000
C 3.2128 -2.0481 -2.5205 0.000
H 2.7457 -2.3939 -3.4532 0.000
H 4.3070 -2.0520 -2.6228 0.000
H 2.8545 -1.0346 -2.3153 0.000
O 1.3618 3.2566 2.7250 0.003
N 0.2227 2.8123 2.8218 -0.002
O -0.0700 2.0043 3.8496 -0.009


No. 2
76
Properties=species:S:1:pos:R:3:mulliken_charge:R:1 method="wB97M-V/def2-TZVPD" total_charge=-1 e_homo_ev=-2.3 homo_lumo_gap_ev=4.73
O 0.6394 0.7305 -1.9855 -0.466
C 1.5528 1.7096 -1.9881 0.204
C 2.7772 1.1004 -2.6523 -1.205
C 3.0285 -0.2675 -2.5906 1.099
H 2.3193 -0.9268 -2.0831 0.405
C 4.1884 -0.7687 -3.1881 -1.056
H 4.3919 -1.8371 -3.1309 0.408
C 5.0633 0.1008 -3.8469 -0.556
H 5.9685 -0.2925 -4.3146 0.356
C 4.7772 1.4677 -3.9099 -0.624
H 5.4475 2.1492 -4.4293 0.365
C 3.6274 1.9716 -3.3138 -0.309
H 3.3825 3.0348 -3.3361 0.380
H 1.0653 2.4292 -2.6498 0.343
C 0.6858 3.3406 -0.2500 -1.427
C 1.8357 2.4795 -0.6899 0.507
H 1.0265 4.1419 0.4131 0.359
H -0.0828 2.7649 0.3055 0.109
H 0.1811 3.7359 -1.1375 0.456
C 2.9943 2.2336 -0.0045 0.218
C 3.3623 2.8342 1.3511 -1.438
H 3.7167 1.5120 -0.4050 0.194
H 4.2782 3.4103 1.2531 0.423
H 3.5497 2.0395 2.0932 0.250
H 2.5652 3.4843 1.7343 0.316
Sr 0.1249 -0.2574 0.0656 1.345
Cl 1.3261 1.3726 1.7480 -0.560
C -0.4066 -0.9897 2.7912 0.118
O -1.1929 -0.8531 1.8193 -0.940
N -0.9457 -1.5412 3.8582 0.382
C -2.3993 -1.5608 3.9874 -0.950
C -0.1295 -2.1398 4.8651 -0.973
H 0.6758 -0.6849 2.8392 0.294
H -2.8637 -1.1505 3.0830 0.212
H -2.6797 -0.9611 4.8643 0.319
H -2.7252 -2.5945 4.1520 0.303
H 0.9111 -2.1812 4.5028 0.329
H -0.4906 -3.1546 5.0681 0.293
H -0.1771 -1.5375 5.7796 0.340
H 0.2082 -2.8831 -4.7676 0.340
H -0.5159 -4.4865 -2.6804 0.363
C 0.5441 -2.2386 -3.9426 -1.023
C -0.2267 -3.6413 -2.0355 -0.877
N -0.3276 -2.4022 -2.7962 0.392
H 0.5341 -1.1847 -4.2560 0.344
C -1.1098 -1.3978 -2.3869 -0.111
O -1.5210 -1.3105 -1.2137 -0.724
H -0.8700 -3.5892 -1.1486 0.220
H -1.4226 -0.6763 -3.1569 0.514
H 1.5667 -2.5268 -3.6505 0.279
H 0.8239 -3.7758 -1.7293 0.251
H -4.5433 2.9218 0.4916 0.306
H -5.0060 2.5894 -2.1852 0.324
C -3.5946 3.3143 0.0991 -0.960
C -3.9456 2.8312 -2.3264 -0.964
N -3.2257 2.5850 -1.1102 0.310
H -2.8066 3.2093 0.8542 0.229
C -2.1971 1.7455 -1.0800 0.803
O -1.6792 1.4967 0.0298 -0.652
H -3.5191 2.1986 -3.1199 0.263
H -1.8406 1.3412 -2.0617 -0.304
H -3.7271 4.3693 -0.1657 0.346
H -3.8466 3.8893 -2.5990 0.327
C 0.6380 -3.8754 1.3059 -1.491
C 1.9113 -3.0275 1.3898 2.079
C 3.1304 -3.9436 1.4652 -1.898
C 2.0781 -2.0856 0.2637 -1.497
H 0.6678 -4.5379 0.4364 0.372
H -0.2637 -3.2607 1.2392 0.144
H 0.5356 -4.5106 2.1938 0.391
H 1.8701 -2.4536 2.3335 -0.321
H 3.0608 -4.6207 2.3149 0.486
H 3.2159 -4.5386 0.5550 0.339
H 4.0391 -3.3540 1.5738 0.361
H 2.9105 -1.3944 0.3940 0.227
H 2.1519 -2.5850 -0.7006 -0.009


No. 3
100
Properties=species:S:1:pos:R:3:mulliken_charge:R:1 method="wB97M-V/def2-TZVPD" total_charge=+1 e_homo_ev=-12.6 homo_lumo_gap_ev=6.23
Hg -0.6057 -3.7606 -0.7319 1.939
C -0.0051 0.3112 0.0430 0.235
C 0.4252 -1.0147 0.6619 1.836
O -0.5554 -2.0220 0.6617 -1.081
H -0.9422 0.6640 0.4750 -0.176
H -0.2169 0.1873 -1.0192 -0.566
H 0.8700 0.9218 0.2676 0.521
H 0.6888 -0.8377 1.7175 -0.381
H 1.3176 -1.4549 0.2014 -1.030
C -2.4142 -1.8315 3.2414 0.669
C -1.2848 -2.5662 3.9216 0.270
O -1.5638 -2.4472 5.3292 -0.371
S -2.8098 -1.4919 5.6750 1.064
O -2.3575 -0.1943 6.0373 -0.503
O -3.7132 -2.1485 6.5418 -0.558
O -3.4557 -1.4863 4.1807 -0.408
H -2.9783 -2.4072 2.5097 0.319
H -2.1639 -0.8679 2.7936 -0.722
H -0.3177 -2.0679 3.8817 0.041
H -1.2616 -3.6069 3.6107 0.279
C -4.2551 0.8230 0.2168 0.622
C -3.8800 -0.5956 -0.2397 1.127
O -5.0816 -1.3299 -0.2209 -0.449
S -6.2289 -0.3757 -0.8009 1.036
O -7.5105 -0.7071 -0.3214 -0.573
O -6.0139 -0.1704 -2.1952 -0.489
O -5.6757 0.9302 0.0036 -0.382
H -3.8511 1.5205 -0.5157 -0.215
H -3.9251 0.9391 1.2436 0.282
H -3.1899 -1.0731 0.4619 -0.484
H -3.3086 -0.7263 -1.1650 -0.636
C 4.4539 0.6591 4.1319 -0.518
C 3.7736 -0.5917 3.6086 0.244
O 3.0928 -1.2076 4.6798 -0.304
S 3.2240 -0.3292 6.0476 1.157
O 4.3173 -0.8334 6.7939 -0.565
O 1.9810 -0.0934 6.6716 -0.477
O 3.6727 1.0106 5.2768 -0.322
H 4.4732 1.4852 3.4262 0.321
H 5.4693 0.5125 4.5060 0.312
H 4.4914 -1.2059 3.0641 0.337
H 2.9999 -0.3132 2.8855 -0.110
C -1.1622 3.0463 -1.9140 0.915
C -1.4173 4.5665 -1.9105 -0.296
O -2.3772 4.7729 -2.9709 -0.369
S -3.3409 3.5027 -3.0642 1.015
O -3.8112 3.2896 -4.3801 -0.586
O -4.2551 3.4339 -1.9765 -0.560
O -2.1570 2.4520 -2.7454 -0.036
H -1.1949 2.6611 -0.8968 -0.550
H -0.2372 2.7531 -2.4098 -0.033
H -0.5349 5.1153 -2.2257 0.341
H -1.8109 4.9416 -0.9694 0.246
C 3.1854 0.3089 -5.5771 -0.322
C 4.5648 0.4023 -4.9123 -0.357
O 4.3061 0.4716 -3.5125 -0.327
S 2.8563 1.0370 -3.1738 0.891
O 2.8768 2.4132 -2.8388 -0.621
O 2.2001 0.1295 -2.2987 -0.239
O 2.2982 0.9342 -4.6695 -0.317
H 2.9248 -0.7425 -5.7221 0.258
H 3.1449 0.7918 -6.5497 0.339
H 5.0381 1.3149 -5.2693 0.335
H 5.0935 -0.5287 -5.0888 0.283
O -1.4107 3.1148 1.5108 -0.580
C -0.6897 2.9801 2.4577 0.394
O 0.4804 3.6412 2.6650 -0.390
C 0.9842 3.3560 3.9736 -0.609
C 0.3963 1.9933 4.2969 0.049
C -0.9348 1.9755 3.5739 0.458
H 0.7122 3.9979 4.8134 0.265
H 2.0689 3.2697 3.9765 0.384
H 0.4032 1.7624 5.3642 0.636
H 1.0357 1.1646 3.9678 -0.589
H -1.8160 2.2389 4.1578 0.546
H -1.0590 0.9494 3.2312 -0.723
O 1.6060 -3.2557 -1.8165 -0.556
C 2.8059 -3.0695 -1.7663 0.290
O 3.5207 -2.8215 -2.8411 -0.279
C 4.9105 -2.7266 -2.5223 -0.135
C 5.0546 -3.2416 -1.0888 -0.843
C 3.6367 -3.0503 -0.4928 -0.195
H 5.2283 -1.6815 -2.5436 0.101
H 5.5068 -3.2169 -3.2883 0.400
H 5.8493 -2.6743 -0.6076 0.357
H 5.3975 -4.2760 -1.0681 0.271
H 3.6114 -2.0746 -0.0122 0.093
H 3.3446 -3.8989 0.1173 0.416
O -1.2619 -2.6564 -2.6023 -0.487
C -1.9532 -1.9736 -3.3421 0.145
O -3.0373 -2.4556 -3.9090 -0.370
C -3.8474 -1.4530 -4.5581 -0.739
C -3.0890 -0.1738 -4.2035 0.110
C -1.6780 -0.5666 -3.8389 0.495
H -4.8591 -1.3008 -4.1923 0.324
H -3.8362 -1.5852 -5.6373 0.334
H -3.5819 0.3836 -3.4051 -0.439
H -3.1277 0.5494 -5.0204 0.650
H -1.2370 0.1302 -3.1321 -0.473
H -1.0090 -0.6279 -4.7005 0.389


No. 4
71
Properties=species:S:1:pos:R:3:mulliken_charge:R:1 method="wB97M-V/def2-TZVPD" total_charge=+1 e_homo_ev="-9.1 / -9.0" homo_lumo_gap_ev="4.76 / 4.66" relative_energy_kj_mol=363.46
In 0.0580 0.5396 0.7850 0.204
C -0.6026 3.5330 1.9968 0.100
C -1.9025 2.9644 1.8461 0.533
C -1.1106 2.4001 3.9338 0.953
C -0.1358 3.2230 3.3055 0.423
C -2.2119 2.2652 3.0458 0.491
C 0.1082 4.3661 1.0054 -1.619
H -0.2153 4.1563 -0.0200 0.319
H 1.1957 4.2223 1.0553 0.410
H -0.0878 5.4345 1.1918 0.338
C 1.1443 3.6422 3.9071 -1.106
H 1.6501 4.3616 3.2570 0.391
H 1.8083 2.7762 4.0484 0.098
H 0.9664 4.1045 4.8873 0.335
C -0.9637 1.8005 5.2736 -1.384
H -0.7890 2.5819 6.0268 0.344
H -0.1082 1.1096 5.3002 0.205
H -1.8637 1.2468 5.5538 0.425
C -3.4672 1.5435 3.3274 -1.613
H -4.1801 2.1722 3.8870 0.299
H -3.2888 0.6445 3.9349 0.362
H -3.9705 1.2382 2.4022 0.327
C -2.7962 3.1283 0.6769 -1.311
H -3.4934 3.9717 0.8387 0.340
H -3.4046 2.2268 0.5063 0.341
H -2.2237 3.3490 -0.2362 0.302
C 2.3548 -1.9193 -3.3463 -0.232
C 1.9119 -0.7478 -3.8214 -0.600
C 0.7872 -0.5890 -4.7886 -1.046
C -0.4200 -1.5544 -4.5641 -1.009
C -0.8004 -1.8406 -3.1402 -0.464
C -0.4075 -2.9679 -2.5057 -0.555
C 0.6793 -3.9004 -2.9878 -0.951
C 1.8472 -3.2572 -3.8013 -0.951
H 1.1479 -0.7733 -5.8132 0.434
H -0.2385 -2.4870 -5.1205 0.321
H 0.4352 0.4553 -4.7663 0.318
H 1.5684 -3.2413 -4.8666 0.352
H 3.2605 -1.9554 -2.7092 0.618
H 2.4672 0.1714 -3.6100 0.846
H 2.6894 -3.9565 -3.7113 0.452
H 1.1057 -4.4160 -2.1095 0.215
H -0.9495 -3.3178 -1.6227 0.949
H 0.2450 -4.6938 -3.6250 0.436
H -1.2802 -1.0777 -5.0558 0.399
H -1.6138 -1.2250 -2.7257 0.640
P 1.8279 -0.0232 -0.7952 0.988
P -0.5935 -1.8622 1.2449 0.556
C 1.6753 -1.8864 -0.5634 0.672
C 0.8511 -2.6919 0.5025 -1.323
H 2.7070 -2.2739 -0.5614 0.732
H 1.2219 -2.1372 -1.5209 -1.526
H 0.4439 -3.6074 0.0491 0.645
H 1.5329 -3.0056 1.3027 0.523
C -0.8444 -2.5070 2.9134 -1.098
H -1.7227 -2.0077 3.3481 0.334
H 0.0399 -2.2891 3.5311 0.337
H -1.0241 -3.5927 2.8482 0.412
C -2.1546 -2.0464 0.3390 -1.226
H -2.4427 -3.1008 0.2740 0.452
H -2.0824 -1.6156 -0.6673 0.161
H -2.9266 -1.4917 0.8900 0.390
C 3.5190 0.5177 -1.1178 -1.178
H 3.5485 1.6154 -1.0053 0.373
H 3.8556 0.2464 -2.1320 0.418
H 4.1905 0.0713 -0.3648 0.397
C 0.6039 0.8012 -1.9554 -0.820
H -0.2092 1.3820 -1.4680 0.402
H 0.0926 0.0382 -2.5441 -0.345
H 1.1328 1.5167 -2.5937 0.521
I 1.8524 0.2408 3.0007 -0.475